10
Properties=species:S:1:pos:R:3:forces:R:3 method="wB97M-V/def2-TZVPD" total_charge=0 homo_ha=-0.3283 relative_energy_kcal_mol=130.1 max_force_ha_per_bohr=0.0167
C 1.28081 -0.57952 0.27183 0.2 0.2 0.0
C -0.85030 -0.68346 -0.74637 0.2 -0.4 -0.2
H 2.00317 -1.30094 0.65728 -0.1 0.1 -0.1
H 2.36239 0.95843 0.23708 -0.1 0.0 0.0
H -1.06971 1.11128 0.04043 -0.3 -0.2 0.0
H -0.32475 0.01747 -1.42476 0.0 0.1 0.0
N -3.07505 0.48744 0.68113 0.7 0.1 -0.3
O 0.04734 -1.18474 0.10122 -0.1 0.0 -0.1
N 1.41514 0.64447 0.04271 0.1 -0.3 0.1
C -2.00943 0.54178 0.21333 -0.6 0.4 0.5